{
  "formula": "C68H84BBrIN11O8",
  "method": "wB97M-V/def2-TZVPD",
  "species": ["C", "C", "C", "Br", "C", "C", "N", "C", "C", "C", "O", "C", "C", "C", "I", "C", "C", "C", "C", "C", "O", "C", "C", "C", "C", "C", "C", "O", "C", "C", "C", "C", "O", "O", "C", "C", "C", "N", "C", "B", "O", "O", "C", "C", "O", "H", "H", "H", "H", "H", "H", "H", "H", "H", "H", "H", "H", "H", "H", "H", "H", "H", "H", "H", "H", "H", "H", "H", "H", "H", "H", "H", "H", "H", "H", "H", "H", "H", "H", "H", "H", "H", "H", "H", "N", "C", "C", "C", "C", "H", "H", "H", "H", "H", "N", "C", "C", "C", "C", "H", "H", "H", "H", "H", "N", "C", "C", "C", "C", "H", "H", "H", "H", "H", "N", "C", "C", "C", "C", "H", "H", "H", "H", "H", "N", "C", "C", "C", "C", "H", "H", "H", "H", "H", "N", "C", "C", "C", "C", "H", "H", "H", "H", "H", "N", "C", "C", "C", "C", "H", "H", "H", "H", "H", "N", "C", "C", "C", "C", "H", "H", "H", "H", "H", "N", "C", "C", "C", "C", "H", "H", "H", "H", "H"],
  "positions_angstrom": [[4.00688, 1.81769, -4.26354], [3.00169, 2.85068, -3.73727], [1.72858, 2.82971, -4.60676], [1.08109, 4.65544, -5.00337], [0.63988, 1.93793, -4.07151], [0.04710, 0.96459, -4.89529], [0.33727, 0.75248, -6.29427], [0.13984, 1.89809, -7.19764], [1.54454, 0.02329, -6.53097], [1.41508, -1.47666, -6.52678], [2.59825, 0.54357, -6.76842], [-0.91648, 0.10126, -4.38236], [-1.35574, 0.13488, -3.06996], [-2.40686, -0.84029, -2.57487], [-2.14256, -2.80755, -3.41491], [-3.79664, -0.29028, -2.87600], [-4.93965, -1.15359, -2.30130], [-0.79205, 1.11494, -2.24417], [0.17934, 2.00265, -2.73723], [0.67824, 2.99762, -1.72084], [0.88739, 4.15199, -1.96509], [0.87104, 2.44885, -0.33553], [1.93577, 2.83829, 0.49313], [2.89319, 3.91472, 0.05507], [2.49991, 5.35374, 0.49290], [1.03399, 5.60084, 0.87629], [0.76351, 5.54462, 2.37385], [1.07628, 6.82207, 2.93277], [2.05321, 2.23835, 1.76542], [3.21295, 2.65864, 2.65157], [4.58377, 2.06735, 2.23552], [5.73531, 2.98787, 2.54370], [6.75105, 2.58084, 2.99772], [5.55025, 4.32803, 2.33118], [1.11698, 1.28375, 2.20268], [1.23105, 0.62912, 3.55892], [0.26484, 1.21802, 4.57723], [0.28781, 2.42167, 4.95960], [0.03277, 0.92887, 1.37864], [-1.00934, -0.14703, 1.90912], [-2.24427, 0.19935, 2.34387], [-0.65195, -1.47864, 2.00127], [-0.06942, 1.52343, 0.12542], [-1.18270, 1.21635, -0.80544], [-2.31663, 1.05950, -0.43904], [4.31675, 2.04769, -5.27388], [3.53172, 0.84385, -4.19700], [4.84678, 1.79000, -3.57471], [2.79394, 2.57490, -2.71155], [3.45444, 3.83295, -3.82903], [2.03280, 2.47324, -5.57783], [1.08558, 2.19965, -7.64797], [-0.24081, 2.75633, -6.65810], [-0.54188, 1.66010, -8.01157], [1.66573, -1.85696, -7.51119], [0.38480, -1.75731, -6.32551], [2.03486, -1.92100, -5.75357], [-1.34970, -0.62632, -5.04971], [-2.25492, -0.96922, -1.51236], [-3.83225, 0.69312, -2.41694], [-3.86786, -0.15986, -3.95419], [-5.57734, -0.51598, -1.69831], [-4.55007, -1.97545, -1.71258], [-5.54207, -1.52299, -3.12426], [2.95550, 3.88825, -1.02267], [3.90081, 3.73477, 0.40283], [2.72629, 6.01329, -0.34048], [3.12380, 5.69400, 1.31757], [0.79861, 6.62275, 0.59009], [0.33130, 4.97285, 0.34265], [-0.29982, 5.35830, 2.52662], [1.34829, 4.76192, 2.85784], [0.46635, 7.00664, 3.64934], [3.27152, 3.74316, 2.61768], [3.04269, 2.42198, 3.69324], [4.79057, 1.16938, 2.80475], [4.55526, 1.84931, 1.17370], [5.90663, 4.59896, 1.47726], [2.24180, 0.69965, 3.94154], [1.04435, -0.43612, 3.45902], [-0.45836, 0.52482, 4.99888], [1.02983, 2.91802, 4.46164], [-2.65961, -0.54487, 2.79579], [0.16783, -1.60934, 1.51204], [-8.05037, -0.57082, 0.97588], [-7.93993, 0.74200, 0.60408], [-8.88397, 0.98715, -0.35611], [-9.59505, -0.22534, -0.57018], [-9.05848, -1.16588, 0.26681], [-7.47935, -1.02721, 1.66184], [-7.20162, 1.38444, 1.05257], [-9.04829, 1.92991, -0.85007], [-10.40694, -0.38656, -1.25913], [-9.30576, -2.20250, 0.41800], [0.38870, -0.44588, 7.75137], [0.54939, -1.73404, 7.31383], [0.60493, -2.54744, 8.41361], [0.46948, -1.71807, 9.55854], [0.33622, -0.42834, 9.11756], [0.32024, 0.36400, 7.16174], [0.61000, -1.96012, 6.26234], [0.72752, -3.61774, 8.40213], [0.46869, -2.03370, 10.58818], [0.20949, 0.49530, 9.65538], [6.20620, -2.99626, -2.50671], [5.43476, -2.17127, -1.73536], [4.70873, -1.37185, -2.57721], [5.05368, -1.73090, -3.90852], [5.97856, -2.73705, -3.83098], [6.84373, -3.68583, -2.15494], [5.46969, -2.22318, -0.66076], [4.00627, -0.61306, -2.27331], [4.66649, -1.29861, -4.81748], [6.49226, -3.28728, -4.60018], [-0.30642, 0.95784, -10.94925], [-0.21639, 2.24391, -11.40453], [-1.19212, 2.42609, -12.34724], [-1.90085, 1.19859, -12.46500], [-1.33227, 0.31123, -11.58758], [0.29142, 0.55171, -10.25351], [0.52916, 2.91727, -11.01599], [-1.38029, 3.33852, -12.88727], [-2.73404, 0.99290, -13.11547], [-1.56791, -0.71500, -11.36349], [1.87674, -6.86167, 11.26830], [2.74097, -5.80245, 11.33615], [1.99431, -4.65733, 11.41423], [0.62573, -5.04165, 11.39506], [0.58680, -6.40737, 11.30576], [2.14716, -7.82575, 11.19923], [3.80653, -5.95407, 11.32228], [2.38388, -3.65506, 11.47773], [-0.23083, -4.38970, 11.44122], [-0.24515, -7.09026, 11.26388], [0.80476, 6.87900, -7.50258], [-0.37126, 7.25755, -8.08328], [-0.08330, 8.15569, -9.07749], [1.32878, 8.32417, -9.09364], [1.84658, 7.52158, -8.11013], [0.88147, 6.22145, -6.74067], [-1.30594, 6.84796, -7.73862], [-0.80119, 8.63605, -9.72113], [1.89750, 8.95964, -9.75176], [2.86188, 7.35335, -7.79401], [1.80604, -10.17908, 7.56074], [1.56447, -11.49835, 7.83222], [1.42744, -11.63038, 9.18698], [1.59043, -10.33737, 9.75473], [1.82155, -9.46346, 8.72442], [1.95016, -9.79470, 6.64586], [1.51056, -12.22634, 7.04146], [1.23128, -12.54892, 9.71350], [1.54132, -10.08419, 10.80175], [1.99317, -8.39992, 8.72102], [-3.26596, 2.84043, -9.44265], [-2.76073, 4.10593, -9.55781], [-3.62820, 4.96252, -8.93995], [-4.70505, 4.18985, -8.42855], [-4.45043, 2.88282, -8.75570], [-2.83205, 2.01177, -9.81232], [-1.83003, 4.28497, -10.06645], [-3.50497, 6.03016, -8.86147], [-5.56108, 4.54882, -7.88251], [-5.00720, 1.98289, -8.55741], [-2.86379, -7.86566, 12.86868], [-2.79308, -8.68252, 11.77296], [-4.05039, -8.78412, 11.24187], [-4.91455, -7.99523, 12.04922], [-4.15234, -7.44087, 13.04235], [-2.08903, -7.61617, 13.45523], [-1.85781, -9.11961, 11.46582], [-4.32129, -9.35806, 10.37185], [-5.97325, -7.85104, 11.91448], [-4.41486, -6.78363, 13.85322]],
  "atomic_forces_ev_per_a": [[-0.57, 0.19, 0.80], [0.24, -0.20, -0.91], [0.30, -0.15, 0.42], [-0.07, -0.25, 0.32], [-0.39, 0.22, 0.12], [-0.58, -0.55, -0.03], [0.24, 0.77, -0.18], [0.46, 0.22, 0.03], [-0.08, -0.72, 0.21], [-0.84, 0.03, 0.55], [0.32, 0.49, -0.45], [-0.01, 0.19, 0.12], [0.25, -0.12, -0.10], [0.31, 0.74, -0.17], [0.02, -0.05, 0.08], [0.02, -0.53, 0.35], [0.20, 0.75, -0.62], [0.18, -0.05, -0.33], [-0.03, -0.31, -0.13], [-0.09, -0.58, 0.36], [0.10, 0.67, -0.36], [0.31, -0.24, 0.39], [-0.26, -0.10, 0.12], [-0.16, 0.25, 0.02], [-0.38, 0.01, -0.25], [0.32, 0.28, 0.30], [-0.49, 0.41, -0.30], [0.28, -0.06, 0.01], [-0.04, -0.23, 0.20], [0.07, 0.22, -0.41], [-0.85, 0.54, 0.55], [-0.03, -0.14, -0.14], [0.89, -0.30, 0.32], [-0.52, 0.26, -0.31], [0.20, 0.26, -0.56], [-0.15, -0.23, -0.06], [0.55, 0.06, -0.23], [-0.17, -0.20, 0.13], [-0.26, 0.10, 0.13], [-0.19, -0.11, -0.15], [0.19, 0.09, 0.49], [0.16, 0.30, -0.37], [0.39, 0.10, 0.09], [0.46, 0.14, -0.34], [-0.60, -0.29, 0.30], [0.13, -0.17, -0.18], [0.10, -0.30, -0.38], [0.31, 0.01, -0.16], [-0.06, 0.38, 0.20], [-0.04, 0.18, 0.46], [-0.10, -0.03, -0.26], [0.09, 0.08, 0.04], [-0.20, 0.07, 0.04], [-0.24, -0.18, 0.10], [0.33, -0.04, -0.07], [-0.06, -0.08, 0.04], [0.32, -0.07, -0.12], [0.05, -0.05, -0.16], [-0.24, -0.28, 0.14], [0.08, 0.20, -0.03], [-0.16, 0.02, -0.10], [-0.16, -0.13, 0.25], [-0.11, -0.16, 0.12], [-0.13, -0.36, 0.08], [-0.02, 0.10, -0.22], [0.15, -0.24, 0.22], [0.16, 0.01, -0.13], [0.11, -0.08, 0.15], [-0.16, 0.11, -0.08], [0.05, -0.24, -0.14], [-0.04, -0.28, 0.10], [0.01, -0.11, 0.14], [0.04, -0.04, 0.10], [0.12, 0.12, -0.06], [-0.11, -0.07, 0.17], [0.00, -0.35, -0.22], [0.24, -0.14, -0.22], [0.19, 0.06, 0.08], [0.14, 0.07, 0.15], [-0.12, -0.12, 0.01], [-0.24, 0.07, 0.13], [-0.06, 0.19, 0.03], [-0.18, -0.01, -0.13], [0.04, -0.29, 0.16], [-0.05, 0.04, -0.05], [0.08, -0.03, 0.03], [-0.01, 0.00, -0.01], [0.00, 0.01, -0.01], [0.05, -0.04, 0.02], [0.00, 0.00, 0.02], [0.00, 0.01, -0.01], [0.00, 0.01, 0.00], [-0.01, 0.00, 0.00], [-0.01, 0.00, -0.01], [-0.02, 0.01, -0.02], [0.01, 0.09, -0.02], [0.00, -0.07, -0.04], [-0.01, 0.02, 0.04], [0.02, 0.01, -0.04], [0.00, 0.05, 0.04], [0.00, -0.02, 0.00], [0.00, 0.00, 0.03], [0.00, 0.00, 0.00], [0.00, 0.00, 0.01], [-0.05, 0.02, -0.03], [0.04, -0.03, 0.00], [-0.05, 0.03, 0.03], [-0.05, 0.01, -0.05], [0.03, -0.03, 0.05], [0.01, -0.01, 0.00], [0.00, 0.01, 0.00], [0.00, 0.00, 0.01], [0.03, 0.01, 0.00], [0.00, 0.01, -0.01], [-0.06, -0.05, 0.08], [0.07, 0.05, 0.01], [0.00, -0.03, 0.00], [-0.01, 0.00, 0.07], [-0.01, 0.04, 0.03], [0.03, -0.02, -0.02], [0.00, 0.01, -0.03], [-0.01, 0.00, -0.01], [0.00, 0.00, -0.01], [0.01, -0.01, -0.04], [0.02, -0.01, 0.01], [-0.01, -0.03, -0.02], [0.01, 0.01, 0.01], [-0.01, 0.03, 0.03], [-0.03, -0.07, 0.00], [0.02, 0.00, 0.00], [0.00, 0.01, 0.00], [0.01, 0.00, -0.02], [-0.01, -0.01, -0.02], [-0.02, 0.02, -0.05], [-0.03, -0.02, 0.06], [-0.07, -0.04, 0.03], [0.02, -0.01, 0.00], [0.00, -0.02, -0.01], [0.00, 0.00, 0.01], [0.07, 0.16, -0.35], [-0.02, 0.02, -0.04], [0.00, 0.01, 0.00], [0.00, 0.00, 0.00], [0.01, 0.02, 0.00], [-0.01, -0.03, 0.04], [0.02, 0.03, -0.04], [-0.01, -0.02, 0.03], [0.00, 0.06, -0.01], [0.02, 0.05, 0.00], [-0.01, 0.01, -0.01], [0.00, -0.02, 0.01], [0.00, 0.00, 0.00], [-0.02, -0.04, 0.01], [-0.02, 0.00, 0.00], [-0.03, 0.05, 0.11], [0.12, -0.11, -0.03], [-0.05, 0.20, 0.10], [0.06, -0.13, -0.02], [0.05, -0.06, -0.01], [-0.03, 0.03, -0.13], [-0.01, 0.02, -0.02], [-0.01, 0.00, -0.02], [-0.01, 0.00, -0.01], [-0.02, 0.01, 0.00], [-0.02, 0.00, -0.03], [0.08, 0.00, 0.03], [-0.02, 0.01, 0.00], [0.00, 0.00, -0.01], [0.03, 0.00, 0.03], [0.01, 0.02, -0.01], [-0.02, -0.04, -0.02], [0.00, 0.00, 0.00], [0.00, 0.00, 0.00], [-0.02, 0.00, 0.00]],
  "lowdin_charge": [-0.08, -0.25, -0.57, 0.86, -0.11, -0.14, -0.07, -0.04, -0.46, 0.03, 0.10, 0.00, -0.20, -0.67, 0.90, -0.29, -0.11, -0.01, 0.00, -0.29, 0.10, -0.02, -0.08, -0.11, -0.14, -0.16, -0.25, -0.06, -0.09, -0.13, -0.06, -0.51, 0.15, 0.07, -0.10, -0.11, -0.22, 0.13, 0.04, -0.65, 0.20, 0.17, -0.03, -0.27, 0.16, 0.08, 0.05, 0.08, 0.08, 0.10, 0.05, 0.09, 0.06, 0.07, 0.09, 0.07, 0.08, 0.07, 0.07, 0.11, 0.11, 0.06, 0.05, 0.07, 0.09, 0.09, 0.11, 0.11, 0.12, 0.10, 0.12, 0.09, 0.08, 0.10, 0.10, 0.12, 0.13, 0.13, 0.11, 0.11, 0.10, 0.04, 0.12, 0.11, 0.00, -0.15, -0.11, -0.11, -0.15, 0.14, 0.11, 0.09, 0.09, 0.10, 0.00, -0.15, -0.11, -0.11, -0.13, 0.11, 0.10, 0.09, 0.08, 0.11, 0.00, -0.14, -0.12, -0.11, -0.13, 0.14, 0.10, 0.08, 0.08, 0.11, 0.00, -0.15, -0.11, -0.11, -0.15, 0.13, 0.11, 0.10, 0.09, 0.10, 0.01, -0.14, -0.11, -0.11, -0.14, 0.12, 0.11, 0.09, 0.09, 0.09, -0.01, -0.14, -0.11, -0.12, -0.15, -0.02, 0.10, 0.09, 0.09, 0.10, 0.00, -0.14, -0.11, -0.12, -0.15, 0.14, 0.11, 0.09, 0.08, 0.10, 0.02, -0.14, -0.12, -0.11, -0.14, 0.12, 0.09, 0.08, 0.09, 0.10, 0.00, -0.15, -0.11, -0.11, -0.14, 0.14, 0.10, 0.09, 0.09, 0.10],
  "e_above_lowest_kcal_mol": 0.0,
  "lumo_energy_ev": -1.104,
  "gap_ev": 6.889,
  "total_energy_ha": -6742.385869,
  "e_homo_ev": -7.993,
  "spin_multiplicity": 1
}